Entry 1:
Entry from OMol25: a cluster of 2 separate species, ClH2NOS2 in total (wB97M-V/def2-TZVPD).

XYZ file:
```
7
Properties=species:S:1:pos:R:3:forces:R:3:lowdin_charge:R:1
H 0.274679 -1.614073 -0.879522 -0.4610 -0.3437 0.6408 -0.329
H -0.149176 2.164306 1.214397 -0.3393 0.9798 -0.1450 0.000
Cl 0.912844 -1.722135 -1.962691 0.5465 -0.2563 -0.9595 0.312
O -1.269940 -0.999676 0.266713 -0.1217 0.1363 0.3940 -0.547
N -0.035859 1.174541 1.258677 -0.6041 -1.3230 0.7198 -0.613
S -0.893370 0.370183 -0.030000 0.7144 0.6940 -0.0490 0.642
S 1.160821 0.626853 0.132425 0.2652 0.1129 -0.6012 0.535
```
Forces are in eV/Å.

Summary:
spin multiplicity: 1
HOMO: -9.70 eV
frontier orbital gap: 9.249 eV
charge: 0

Entry 2:
Entry from OMol25: a cluster of 2 separate species, ClH2O in total (wB97M-V/def2-TZVPD).

XYZ file:
```
4
Properties=species:S:1:pos:R:3:forces:R:3:lowdin_charge:R:1
Cl 0.193723 -2.587801 -4.047017 -0.0025 0.0118 0.0391 -1.000
H 0.141438 0.711006 2.111219 -0.2989 0.5329 -0.9258 0.041
O -0.133837 1.257653 1.340729 0.2016 -1.1564 0.1587 -0.097
H -0.201323 0.619142 0.595069 0.0997 0.6117 0.7280 0.056
```
Forces are in eV/Å.

Summary:
spin multiplicity: 1
HOMO: -3.43 eV
frontier orbital gap: 6.688 eV
charge: -1

Entry 3:
Entry from OMol25: a cluster of 2 separate species, ClH2O3PS in total (wB97M-V/def2-TZVPD).

XYZ file:
```
8
Properties=species:S:1:pos:R:3:forces:R:3:lowdin_charge:R:1
O -1.204750 -0.657388 1.574801 -0.5673 -0.2970 -1.8589 -0.387
H 2.593747 0.902852 0.426314 1.0960 -2.0499 0.7270 -0.022
P -1.461008 -0.556004 0.111016 1.0017 1.1956 0.5052 0.099
S -2.519083 0.721600 -0.913138 0.3640 -1.6781 0.7978 0.252
Cl 0.585317 1.377174 -0.159594 -4.4705 -0.8360 -0.8142 0.605
O -0.525035 -1.495786 -0.803090 1.2456 -1.0554 0.9755 -0.301
H 0.278609 -2.023210 -0.405904 -2.5667 1.6373 -0.5714 0.150
O 2.252206 1.730760 0.169595 3.8972 3.0835 0.2390 -0.397
```
Forces are in eV/Å.

Summary:
<S²>: 2.01
spin multiplicity: 3
HOMO (alpha / beta): -7.86 / -9.89 eV
frontier orbital gap (alpha / beta): 7.302 / 6.393 eV
charge: 0

Computed ΔE to the lowest compared entry with this formula, charge and spin (eV) in order:
0.620 0.528 0.000